Computed, not measured: C3H4O2S2 as an isolated structure in a non-equilibrium geometry, with ωB97M-V/def2-TZVPD.

Geometry as XYZ:
```
11
Properties=species:S:1:pos:R:3
C 0.26153 -0.29224 1.51307
C 0.06493 -1.07616 -0.86559
C -0.23591 1.30118 -0.42533
H -1.08474 -1.30958 -1.07046
H 0.58505 -1.89693 -1.27121
H -1.32048 1.21375 -0.49089
H -0.04547 2.29913 -0.96451
O -0.02467 -1.34278 0.70865
O 0.49335 0.29191 -1.27784
S 0.79779 -0.55194 3.03003
S 0.50863 1.36367 1.11406
```

## Properties
* largest force on an atom: 5.1 eV/A
* E_HOMO: -8.644 eV
* frontier orbital gap: 8.809 eV
* energy relative to the best compared isomer or geometry (same formula, charge and spin): 233.6 kJ/mol

Results of the natural (NBO) charge analysis, in e, for atoms 1 through 4: atom 1 (C): -0.0170, atom 2 (C): 0.2128, atom 3 (C): -0.3202, atom 4 (H): 0.1677

Computed, not measured: C3H4O2S2 in the gas phase in a non-equilibrium geometry, with ωB97M-V/def2-TZVPD.

Geometry as XYZ:
```
11
Properties=species:S:1:pos:R:3
S 0.02825 3.16558 0.63462
C -0.19255 1.61722 0.25083
O 0.40805 1.16607 -0.85143
C 1.06506 -0.31411 -0.78607
O 0.00655 -1.26475 -0.70348
C -0.94437 -1.11064 0.39655
S -1.19521 0.51443 1.19959
H 1.83232 -0.21238 0.07136
H 1.66771 -0.42355 -1.62078
H -0.68093 -1.57512 1.57715
H -1.99487 -1.56276 -0.16833
```

## Properties
* largest force on an atom: 4.9 eV/A
* E_HOMO: -8.778 eV
* frontier orbital gap: 9.071 eV
* structure (SMILES): S=C1OCOCS1
* energy relative to the best compared isomer or geometry (same formula, charge and spin): 302.7 kJ/mol

Results of the natural (NBO) charge analysis, in e, for atoms 1 through 4: atom 1 (S): -0.0259, atom 2 (C): -0.0032, atom 3 (O): -0.5442, atom 4 (C): 0.2310

Computed, not measured: C3H4O2Sr as an isolated structure in a non-equilibrium geometry, with ωB97M-V/def2-TZVPD.

Geometry as XYZ:
```
10
Properties=species:S:1:pos:R:3
C -1.34319 0.37798 0.98912
C -0.41203 1.31978 0.71151
O 0.84044 0.35505 -0.39889
C 1.73019 -0.55896 -0.30460
O 1.29374 -1.55071 -1.13584
H -1.20809 -0.11441 1.96049
H -0.02759 2.05271 1.43348
H 2.00887 -2.14836 -1.37396
Sr -1.68073 -1.08095 -0.98441
H -1.20161 1.34787 -0.89690
```

## Properties
* largest force on an atom: 6.5 eV/A
* E_HOMO: -6.670 eV
* frontier orbital gap: 5.188 eV
* energy relative to the best compared isomer or geometry (same formula, charge and spin): 668.9 kJ/mol

Results of the natural (NBO) charge analysis, in e, for atoms 1 through 4: atom 1 (C): -1.0216, atom 2 (C): 0.0170, atom 3 (O): -0.7718, atom 4 (C): 0.3051